1.
Below is an isolated molecule of C7H11NO2 at a distorted geometry, with properties calculated with wB97M-V/def2-TZVPD.

Calculated values
Total charge: 0
SMILES string: C=C(C)N(C)C(=C)C(=O)O
E, hartree: -478.52113
HOMO, eV: -8.352
Energy above the lowest of the compared OMol25 structures with the same formula, charge and spin, eV: 2.059
HOMO-LUMO gap, eV: 9.12

The geometry in XYZ format:
```
21
C7H11NO2 wB97M-V/def2-TZVPD
O -0.5057 -0.6162 -3.4343
O 1.2564 0.3874 -2.5233
N 0.1433 0.4011 0.0429
C 0.0232 -0.1509 -2.4362
C 1.0563 -1.3730 1.5496
C -0.5893 -0.1834 -0.9799
C 0.5245 1.8189 -0.0120
C -0.7395 0.1570 2.3345
C 0.0829 -0.2420 1.3555
C -1.7971 -0.7619 -0.9127
H -0.2613 2.4476 0.4201
H 1.4875 0.2783 -3.4681
H -2.2798 -1.1741 -1.7931
H 0.7025 2.1778 -1.0284
H -1.4401 0.9713 2.1847
H 2.0552 -1.0751 1.2123
H 0.7463 -2.2546 0.9809
H 1.4449 1.9718 0.5623
H -2.3413 -0.8230 0.0219
H 1.1447 -1.6583 2.6038
H -0.7135 -0.2988 3.3194
```

natural (NBO) charges in e: -0.6061, -0.6813, -0.5027, 0.7593, -0.6556, 0.0678, -0.3899, -0.4293, 0.2108, -0.3923, 0.1792, 0.5004, 0.2331, 0.2209, 0.2022, 0.2222, 0.2253, 0.2044, 0.2083, 0.2172, 0.2062

***

2.
Below is an isolated molecule of C7H11NO2S at a distorted geometry, with properties calculated with wB97M-V/def2-TZVPD.

Calculated values
Total charge: 0
E, hartree: -876.64077
HOMO, eV: -8.799
Energy above the lowest of the compared OMol25 structures with the same formula, charge and spin, eV: 2.308
HOMO-LUMO gap, eV: 9.32

The geometry in XYZ format:
```
22
C7H11NO2S wB97M-V/def2-TZVPD
S 1.9081 1.2688 -1.6003
O -0.9163 -1.1758 -2.5445
O 1.7286 2.6416 -1.9083
N 0.9388 0.3897 -2.6241
C -1.2226 -0.3729 0.6457
C 0.7574 0.9696 -0.1649
C 0.6472 -0.0394 2.1954
C 1.5563 0.6799 1.2360
C -0.0917 -0.1871 -0.4262
C -0.5713 0.0062 -1.9356
C -0.5241 -0.5321 1.9685
H 2.4343 -0.0119 1.0831
H -1.0969 0.8877 -2.0940
H 1.1692 -0.3396 3.1166
H -1.0632 -0.8570 2.8033
H -1.8439 0.4016 0.8352
H 0.5058 -1.1510 -0.3509
H -1.2985 -1.0862 -3.4873
H 1.8105 1.6790 1.7997
H 0.1940 1.8396 -0.1059
H 1.4252 -0.5274 -2.8918
H -1.8367 -1.3826 0.3693
```

natural (NBO) charges in e: 1.4371, -0.7074, -0.9859, -0.9221, -0.4225, -0.4414, -0.1886, -0.4379, -0.2570, 0.3048, -0.1975, 0.2243, 0.1775, 0.2043, 0.2074, 0.2142, 0.2238, 0.4976, 0.2354, 0.2265, 0.3883, 0.2190

***

3.
Below is an isolated molecule of C7H11NO2S at a distorted geometry, with properties calculated with wB97M-V/def2-TZVPD.

Calculated values
Total charge: 0
E, hartree: -876.60318
HOMO (alpha / beta), eV: -9.041 / -9.040
Energy above the lowest of the compared OMol25 structures with the same formula, charge and spin, eV: 3.330
HOMO-LUMO gap (alpha / beta), eV: 8.22 / 8.22

The geometry in XYZ format:
```
22
C7H11NO2S wB97M-V/def2-TZVPD
S -3.8026 -0.0429 0.7766
O -5.0075 0.8247 0.9245
O -1.8020 -2.8948 -0.1081
N -0.7231 -0.7824 -0.6338
C -3.1852 0.1495 -0.7442
C -0.3108 1.1002 0.8447
C -2.0867 -0.6224 -1.3122
C 1.3201 0.4952 -0.8839
C 0.3493 -0.0901 0.1171
C -1.5189 -1.8005 -0.5659
C 0.9476 -1.2033 1.0636
H 1.9100 1.0683 -0.1168
H -0.7950 1.7770 0.0412
H -3.8117 0.6157 -1.4713
H 0.7896 1.1241 -1.5759
H 1.0985 -0.7051 2.0584
H 1.8074 -1.5538 0.4682
H 0.0594 -1.8574 1.2124
H -1.6957 -0.3966 -2.3368
H 0.2244 1.7707 1.4730
H 1.8981 -0.3308 -1.4392
H -1.2383 0.7434 1.4513
```

natural (NBO) charges in e: 1.1587, -0.8865, -0.5778, -0.4085, -0.5305, -0.6349, -0.1952, -0.6142, 0.1424, 0.6852, -0.6278, 0.2197, 0.2130, 0.2503, 0.2166, 0.2245, 0.2282, 0.2446, 0.2325, 0.2294, 0.2177, 0.2126

***

4.
Below is an isolated molecule of C7H11NO3 at a distorted geometry, with properties calculated with wB97M-V/def2-TZVPD.

Calculated values
Total charge: 0
SMILES string: O=C1N[C@@]2(CCCCO2)CO1
E, hartree: -553.81560
HOMO, eV: -9.915
Energy above the lowest of the compared OMol25 structures with the same formula, charge and spin, eV: 0.553
HOMO-LUMO gap, eV: 10.61

The geometry in XYZ format:
```
22
C7H11NO3 wB97M-V/def2-TZVPD
O 1.9303 2.3134 0.0877
O 1.3726 3.4466 -1.8192
O -0.9269 0.5437 0.7254
N 0.1442 1.6170 -1.0768
C -1.3076 -1.8649 0.5393
C 1.2726 1.2929 0.8611
C 0.2345 0.6251 -0.0475
C -1.8702 -0.4370 0.2786
C 0.6961 -0.7225 -0.5668
C 1.1683 2.5845 -0.9984
C 0.2285 -1.8970 0.3266
H 0.1891 -0.9030 -1.5358
H -2.8132 -0.2269 0.8324
H -1.5383 -2.1820 1.5562
H 2.0456 0.5912 1.2544
H -0.7073 1.7716 -1.5865
H -1.8657 -2.5573 -0.1618
H 0.7906 1.8120 1.6920
H 0.4862 -2.8281 -0.1433
H -2.1183 -0.2720 -0.7594
H 1.8400 -0.8369 -0.7974
H 0.7487 -1.8704 1.3394
```

natural (NBO) charges in e: -0.4901, -0.5979, -0.5216, -0.6844, -0.4295, -0.0760, 0.3520, -0.0747, -0.4398, 0.8895, -0.4034, 0.2117, 0.2043, 0.2153, 0.1956, 0.4176, 0.2068, 0.2044, 0.2191, 0.1609, 0.2377, 0.2024

***

5.
Below is a structure of composition C7H11NO4S at a distorted geometry, with properties calculated with wB97M-V/def2-TZVPD.

Calculated values
Total charge: 0
E, hartree: -1027.08338
HOMO, eV: -9.348
Energy above the lowest of the compared OMol25 structures with the same formula, charge and spin, eV: 4.407
HOMO-LUMO gap, eV: 9.12

The geometry in XYZ format:
```
24
C7H11NO4S wB97M-V/def2-TZVPD
S -2.6963 0.1992 0.2259
O -3.2529 0.7536 1.4425
O -0.8966 -1.0576 -1.4609
O -3.2147 -1.3036 0.0687
O -2.9587 0.9925 -0.9427
N -0.4694 1.2636 1.1877
C 1.1558 1.2286 -2.4260
C 1.0365 0.3360 -1.1479
C -0.2781 -0.1902 -0.7921
C -0.8869 0.1717 0.4722
C -0.4314 -1.3433 2.8250
C -0.9329 -1.3810 1.6215
C 2.0515 0.2307 -0.3113
H -0.3159 -2.2499 3.3165
H 2.1110 1.6447 -2.1973
H 1.9590 -0.2291 0.6143
H 3.0494 0.3859 -0.6513
H -1.1933 -2.2531 1.0292
H -0.0060 -0.3304 3.2519
H -3.1406 -1.7040 -0.7777
H 1.3962 0.5719 -3.2085
H -1.2188 1.5996 1.7013
H 0.1907 1.9225 0.7269
H 0.4109 2.0502 -2.7191
```

natural (NBO) charges in e: 2.3515, -0.9344, -0.5540, -0.8739, -0.9373, -0.8463, -0.6386, -0.0743, 0.5171, -0.1811, -0.4340, -0.1483, -0.3501, 0.2185, 0.2143, 0.2094, 0.2058, 0.2088, 0.2238, 0.5296, 0.2293, 0.4116, 0.4062, 0.2464

***

6.
Below is an isolated molecule of C7H11NOS3 at a distorted geometry, with properties calculated with wB97M-V/def2-TZVPD.

Calculated values
Total charge: 0
E, hartree: -1597.65502
HOMO (alpha / beta), eV: -7.408 / -7.560
Energy above the lowest of the compared OMol25 structures with the same formula, charge and spin, eV: 4.893
HOMO-LUMO gap (alpha / beta), eV: 7.09 / 7.54

The geometry in XYZ format:
```
23
C7H11NOS3 wB97M-V/def2-TZVPD
S 0.5985 2.1124 0.0122
S -2.0235 0.7520 0.4115
S 3.4711 1.4923 0.0443
O -0.0630 -1.9217 -0.8425
N 1.6757 -0.4117 -0.3698
C 2.9743 -1.8360 1.1634
C 2.7694 -1.3473 -0.2658
C -3.1895 2.2472 0.6464
C 0.4242 -0.8601 -0.6107
C 1.9293 0.9545 -0.1655
C -2.9680 0.0190 -0.9056
C -0.8317 1.4074 -0.7671
H 2.4976 -2.1294 -0.9325
H 2.1637 -2.4371 1.5754
H -2.6667 -1.0289 -1.3554
H -3.9886 -0.3230 -0.5866
H -3.6549 2.1925 -0.3865
H 3.6345 -2.6697 1.1663
H -3.8238 2.1045 1.5811
H -2.5908 3.0916 0.9301
H -3.1818 0.6315 -1.7969
H 3.1267 -1.2438 2.0687
H 3.7172 -0.7963 -0.6145
```

natural (NBO) charges in e: 0.2997, 0.7291, -0.0733, -0.5434, -0.5366, -0.6550, -0.2326, -0.7327, 0.7621, -0.0979, -0.8294, -0.7440, 0.2186, 0.2151, 0.2860, 0.2360, 0.2496, 0.2250, 0.2417, 0.2397, 0.2542, 0.2371, 0.2511

***

7.
Below is the ion C7H11NP with charge +1 at a distorted geometry, with properties calculated with wB97M-V/def2-TZVPD.

Calculated values
Total charge: +1
SMILES string: [NH3+]C(=[PH3])c1ccccc1
E, hartree: -669.06472
HOMO, eV: -11.808
Energy above the lowest of the compared OMol25 structures with the same formula, charge and spin, eV: 1.778
HOMO-LUMO gap, eV: 8.21

The geometry in XYZ format:
```
20
C7H11NP wB97M-V/def2-TZVPD
P -2.5538 0.0898 0.5790
N -1.0517 -2.1805 -0.2279
C 2.5087 1.4235 -0.2623
C 0.1129 1.3993 -0.2848
C 0.1348 0.0255 0.0589
C 2.5269 0.0426 -0.0921
C 1.3163 2.0615 -0.3032
C -1.1035 -0.8114 0.4491
C 1.3855 -0.5882 0.2499
H -0.0989 -2.3003 -0.5233
H -1.2188 -2.9689 0.4352
H -1.6755 -2.3127 -1.0986
H 1.2079 3.1029 -0.5511
H 3.4832 -0.4313 -0.1859
H -3.2925 1.1285 -0.2544
H -3.5841 -0.8343 1.1102
H 3.3781 1.9211 -0.5208
H 1.6013 -1.6156 0.2080
H -0.8059 1.9774 -0.4157
H -2.2710 0.8712 1.6298
```

natural (NBO) charges in e: 0.7536, -0.6924, -0.1907, -0.2239, -0.0736, -0.1564, -0.1803, -0.4943, -0.2624, 0.4465, 0.4424, 0.4379, 0.2265, 0.2274, 0.0077, 0.0640, 0.2262, 0.1985, 0.2112, 0.0322

***

8.
Below is an isolated molecule of C7H11NSi at a distorted geometry, with properties calculated with wB97M-V/def2-TZVPD.

Calculated values
Total charge: 0
SMILES string: C#C/C=C\C=C\[Si@@H](C)N
E, hartree: -617.44668
HOMO, eV: -8.846
Energy above the lowest of the compared OMol25 structures with the same formula, charge and spin, eV: 3.394
HOMO-LUMO gap, eV: 8.59

The geometry in XYZ format:
```
20
C7H11NSi wB97M-V/def2-TZVPD
Si -0.4830 -0.2137 -1.8121
N -2.1761 -0.1299 -1.7058
C 0.0210 -2.0754 -2.2269
C 1.7388 0.2176 1.7774
C -0.9126 2.4316 2.9582
C 1.0337 -0.2588 0.5979
C 1.3713 1.0760 2.7850
C 0.1863 0.3853 -0.1664
C 0.0944 1.7646 2.8614
H 1.0433 -2.2963 -2.3048
H 2.1026 1.2928 3.5123
H -0.1882 0.3010 -3.2619
H -0.3211 -2.5262 -3.2327
H -0.0345 1.3593 0.0329
H 1.5857 -1.1919 0.3608
H -2.4881 0.7254 -1.2055
H -1.9296 2.8672 2.8328
H 2.5014 -0.4516 2.1679
H -0.2359 -2.8799 -1.5151
H -2.9095 -0.3971 -2.4552
```

natural (NBO) charges in e: 1.5173, -1.3296, -1.1091, -0.1871, -0.2216, -0.1848, -0.2308, -0.6024, -0.0527, 0.2275, 0.2263, -0.2090, 0.2371, 0.2171, 0.2102, 0.3881, 0.2517, 0.2087, 0.2287, 0.4145

***

9.
Below is a cluster of 2 separate species, C7H11O3S in total at a distorted geometry, with properties calculated with wB97M-V/def2-TZVPD.

Calculated values
Total charge: -1
E, hartree: -897.16661
HOMO, eV: -4.664
Energy above the lowest of the compared OMol25 structures with the same formula, charge and spin, eV: 2.054
HOMO-LUMO gap, eV: 8.34

The geometry in XYZ format:
```
22
C7H11O3S wB97M-V/def2-TZVPD
S -3.4812 0.9692 -0.2218
O -2.0975 1.6226 -0.3170
O -4.0647 1.4391 1.0401
O -0.1989 0.2648 -1.4258
C 1.2072 1.0131 0.8605
C 2.0288 -0.4624 -0.9681
C -2.8796 -0.7956 0.0517
C 2.3814 0.6742 -0.0064
C 0.3255 -0.2833 0.7737
C -2.9974 -1.9809 0.2284
C 0.4785 -0.6494 -0.6582
H -0.6957 -0.0794 1.0737
H 1.3254 1.3270 1.8938
H 2.6237 -1.3761 -0.6841
H 0.8178 -1.0448 1.4802
H -2.9888 -2.9744 0.2026
H 2.1310 -0.1207 -1.9191
H 3.1883 0.2477 0.6623
H -0.8413 0.7593 -0.8900
H 0.2956 -1.7956 -0.9274
H 2.8312 1.5022 -0.6349
H 0.6109 1.7434 0.3857
```

natural (NBO) charges in e: 1.5518, -1.0678, -0.9985, -0.7691, -0.4225, -0.4162, -0.3011, -0.4041, -0.4299, -0.3175, 0.1248, 0.2495, 0.1986, 0.1774, 0.1773, 0.1928, 0.2059, 0.1798, 0.5153, 0.1352, 0.1979, 0.2201

***

10.
Below is a structure of composition C7H11O7 at a distorted geometry, with properties calculated with wB97M-V/def2-TZVPD.

Calculated values
Total charge: -1
E, hartree: -800.06669
HOMO, eV: -5.292
Energy above the lowest of the compared OMol25 structures with the same formula, charge and spin, eV: 1.532
HOMO-LUMO gap, eV: 8.33

The geometry in XYZ format:
```
25
C7H11O7 wB97M-V/def2-TZVPD
O 1.9082 0.6958 0.0376
O -1.9359 1.8226 -0.6809
O 5.9862 -0.5148 -0.7446
O 2.7294 0.3955 -2.0407
O -3.7002 0.6801 -1.4182
O 0.7989 1.3618 -1.7936
O -2.8962 0.3810 0.6605
C 1.8006 0.8857 -1.1710
C -4.6700 -1.0496 3.2553
C 3.7625 -0.4371 -1.5448
C -2.8802 0.9497 -0.5571
C -3.8990 -0.6008 0.9233
C -3.7113 -1.0789 2.3287
C 4.9789 0.3866 -1.1541
H 6.7245 -0.0235 -0.3766
H -4.5103 -1.4733 4.2484
H -0.8378 1.5317 -1.1255
H 3.4069 -1.0233 -0.6876
H -5.6929 -0.7570 3.0039
H 5.3064 0.9834 -2.0223
H 4.7094 1.0803 -0.3409
H -2.7246 -1.4867 2.5709
H 4.0250 -1.1213 -2.3626
H -4.8943 -0.1565 0.7821
H -3.7843 -1.4317 0.2098
```

natural (NBO) charges in e: -0.7579, -0.7785, -0.7325, -0.5499, -0.6740, -0.8088, -0.5148, 0.9610, -0.4048, -0.0775, 0.9931, -0.1074, -0.1717, -0.0828, 0.4619, 0.1929, 0.5895, 0.1989, 0.1872, 0.1459, 0.1755, 0.2061, 0.1675, 0.1865, 0.1948